Record 1
{
  "formula": "C41H43IrN4OSSb",
  "method": "wB97M-V/def2-TZVPD",
  "lumo_ev": -2.3,
  "charge": 1,
  "orbital_gap_ev": 7.892,
  "largest_force_ev_per_a": 1.4,
  "e_homo_ev": -10.16,
  "elements": ["Ir", "C", "C", "C", "C", "C", "C", "C", "C", "C", "C", "N", "C", "C", "C", "C", "C", "N", "H", "H", "H", "H", "H", "H", "H", "H", "H", "H", "H", "H", "H", "H", "H", "H", "H", "S", "C", "C", "C", "C", "C", "N", "H", "H", "H", "H", "C", "N", "C", "C", "O", "H", "H", "H", "H", "H", "H", "H", "C", "C", "C", "C", "C", "C", "Sb", "C", "C", "C", "C", "C", "C", "C", "C", "C", "C", "C", "C", "H", "H", "H", "H", "H", "H", "H", "H", "H", "H", "H", "H", "H", "H", "H"],
  "positions_angstrom": [[0.367, 0.606, 0.886], [3.584, 4.559, -1.163], [3.377, 3.491, -0.086], [3.717, 2.110, -0.592], [5.059, 1.771, -0.746], [5.436, 0.550, -1.275], [4.467, -0.345, -1.700], [3.117, -0.046, -1.572], [2.095, -0.972, -2.174], [1.877, -0.634, -3.650], [2.756, 1.169, -0.980], [1.372, 1.431, -0.689], [0.750, 2.445, -1.244], [-0.496, 2.859, -0.682], [-1.458, 3.830, -0.982], [-2.452, 3.708, -0.010], [-2.066, 2.673, 0.854], [-0.881, 2.175, 0.465], [3.373, 5.553, -0.768], [2.929, 4.392, -2.020], [4.610, 4.552, -1.531], [2.352, 3.529, 0.280], [4.017, 3.711, 0.771], [5.815, 2.485, -0.442], [6.485, 0.302, -1.373], [4.756, -1.287, -2.151], [1.146, -0.902, -1.637], [2.449, -2.003, -2.086], [1.430, 0.357, -3.760], [1.215, -1.351, -4.128], [2.828, -0.635, -4.183], [1.222, 2.973, -2.065], [-1.431, 4.519, -1.811], [-3.354, 4.290, 0.074], [-2.600, 2.274, 1.708], [2.113, 1.305, 2.375], [2.697, -0.284, 1.972], [3.891, -0.918, 2.311], [4.115, -2.179, 1.801], [3.170, -2.783, 0.970], [2.016, -2.098, 0.664], [1.788, -0.877, 1.163], [4.613, -0.417, 2.938], [5.034, -2.698, 2.040], [3.331, -3.770, 0.560], [1.258, -2.514, 0.016], [-0.228, -0.892, 5.256], [-0.496, 0.479, 4.850], [-0.470, 1.495, 5.889], [-0.656, 0.805, 3.589], [-0.703, -0.033, 2.651], [-0.893, -1.161, 6.075], [0.807, -0.973, 5.591], [-0.391, -1.555, 4.413], [-1.227, 1.275, 6.641], [-0.669, 2.472, 5.455], [0.512, 1.508, 6.363], [-0.797, 1.871, 3.393], [-6.176, -0.241, 1.299], [-5.128, -0.289, 2.207], [-3.824, -0.437, 1.757], [-3.563, -0.535, 0.393], [-4.618, -0.504, -0.513], [-5.921, -0.353, -0.058], [-1.593, -0.861, -0.309], [-1.553, -2.974, -0.398], [-1.059, -3.673, 0.701], [-1.094, -5.060, 0.721], [-1.625, -5.752, -0.358], [-2.129, -5.059, -1.448], [-2.099, -3.672, -1.470], [-1.825, -0.264, -2.327], [-1.291, -0.986, -3.390], [-1.423, -0.515, -4.688], [-2.065, 0.690, -4.930], [-2.573, 1.428, -3.870], [-2.457, 0.952, -2.574], [-7.192, -0.124, 1.651], [-5.327, -0.215, 3.268], [-3.012, -0.479, 2.469], [-4.433, -0.591, -1.576], [-6.737, -0.324, -0.768], [-0.642, -3.139, 1.548], [-0.711, -5.599, 1.577], [-1.653, -6.834, -0.345], [-2.554, -5.599, -2.285], [-2.515, -3.144, -2.320], [-0.776, -1.925, -3.217], [-1.022, -1.090, -5.513], [-2.166, 1.055, -5.943], [-3.065, 2.374, -4.051], [-2.857, 1.542, -1.754]],
  "mulliken_charge": [2.996, -1.316, -0.943, 0.873, -0.599, -1.312, -0.422, 0.147, 0.612, -1.461, -0.511, 0.488, -0.212, -0.265, -1.165, -1.014, -0.333, 0.535, 0.423, 0.290, 0.377, 0.244, 0.572, 0.516, 0.450, 0.501, -1.121, 0.808, 0.240, 0.438, 0.425, 0.777, 0.571, 0.452, 0.419, -0.607, 0.787, -0.859, -0.415, -1.276, -0.245, 0.349, 0.550, 0.448, 0.533, 0.594, -0.857, 0.311, -0.851, -0.155, -0.770, 0.371, 0.323, 0.127, 0.320, 0.290, 0.322, 0.259, -0.593, -0.620, -0.878, 1.138, -0.499, -0.750, -0.568, 1.080, -0.628, -0.739, -0.614, -0.759, -0.773, 1.556, -1.313, -0.766, -0.792, -0.878, -0.839, 0.403, 0.430, 0.449, 0.444, 0.429, 0.445, 0.450, 0.399, 0.436, 0.444, 0.813, 0.466, 0.416, 0.475, 0.704]
}

Record 2
{
  "formula": "C3H2Cl2O2",
  "method": "wB97M-V/def2-TZVPD",
  "lumo_ev": 0.5,
  "charge": 0,
  "orbital_gap_ev": 10.587,
  "smiles": "C=C(Cl)Cl.O=C=O",
  "largest_force_ev_per_a": 3.0,
  "e_homo_ev": -10.09,
  "elements": ["C", "C", "Cl", "Cl", "H", "H", "O", "C", "O"],
  "positions_angstrom": [[0.257, 0.532, 0.298], [1.509, 0.374, 0.539], [2.613, 0.238, -0.882], [2.368, 0.419, 1.982], [0.094, 0.583, -0.779], [-0.518, 0.524, 0.966], [-2.165, -0.567, -1.808], [-2.097, -0.880, -0.705], [-2.061, -1.224, 0.389]],
  "nbo_charge": [-0.457, -0.054, -0.034, 0.080, 0.231, 0.231, -0.507, 1.024, -0.514]
}

Record 3
{
  "formula": "C28H29CdCl3N3O5Se",
  "method": "wB97M-V/def2-TZVPD",
  "lumo_ev": -3.7,
  "charge": 1,
  "orbital_gap_ev": 6.376,
  "largest_force_ev_per_a": 0.5,
  "e_homo_ev": -10.05,
  "elements": ["Cd", "O", "C", "O", "C", "C", "C", "C", "C", "N", "C", "O", "O", "H", "H", "H", "H", "H", "Cl", "C", "C", "C", "Cl", "C", "O", "C", "Cl", "C", "H", "H", "C", "C", "C", "C", "N", "C", "Se", "N", "C", "C", "C", "C", "C", "C", "C", "C", "C", "C", "H", "H", "H", "H", "H", "H", "H", "H", "H", "H", "H", "H", "H", "H", "H", "H", "H", "H", "H", "H", "H", "H"],
  "positions_angstrom": [[-0.343, 0.423, -0.514], [-0.193, 1.406, 4.097], [-0.032, 1.189, 2.790], [-0.893, 1.331, 1.964], [1.369, 0.743, 2.458], [2.374, 0.669, 3.408], [3.627, 0.249, 2.997], [3.824, -0.073, 1.662], [2.758, 0.037, 0.787], [1.556, 0.438, 1.183], [2.829, -0.261, -0.698], [3.953, -0.742, -1.212], [1.884, -0.046, -1.411], [-1.113, 1.682, 4.238], [2.174, 0.934, 4.435], [4.441, 0.170, 3.705], [4.806, -0.391, 1.337], [4.630, -0.893, -0.541], [-3.510, -6.191, -0.689], [-2.900, -4.593, -1.004], [-2.311, -3.872, 0.013], [-1.832, -2.608, -0.278], [-1.044, -1.695, 1.028], [-1.915, -1.991, -1.535], [-1.490, -0.788, -1.813], [-2.519, -2.789, -2.527], [-2.649, -2.129, -4.130], [-3.002, -4.056, -2.278], [-2.235, -4.280, 1.010], [-3.456, -4.625, -3.077], [-1.601, 6.222, -2.892], [-2.052, 6.378, -1.436], [-3.392, 5.707, -1.115], [-3.324, 4.205, -0.871], [-2.965, 3.433, -2.070], [-1.821, 2.767, -2.288], [-0.290, 2.876, -1.212], [-1.908, 2.126, -3.463], [-0.919, 1.208, -4.058], [-0.274, 1.780, -5.314], [0.606, 3.002, -5.052], [1.947, 2.639, -4.416], [-3.159, 2.384, -4.025], [-3.736, 1.957, -5.214], [-5.009, 2.419, -5.483], [-5.689, 3.264, -4.591], [-5.114, 3.672, -3.403], [-3.828, 3.212, -3.145], [-0.812, 6.936, -3.134], [-2.430, 6.402, -3.581], [-1.202, 5.228, -3.102], [-2.148, 7.442, -1.213], [-1.281, 5.985, -0.766], [-4.101, 5.918, -1.922], [-3.817, 6.141, -0.207], [-4.289, 3.825, -0.532], [-2.582, 3.967, -0.114], [-1.448, 0.277, -4.259], [-0.175, 0.997, -3.296], [-1.051, 2.023, -6.042], [0.330, 0.982, -5.755], [0.069, 3.713, -4.415], [0.783, 3.516, -5.998], [1.816, 2.142, -3.452], [2.556, 3.528, -4.245], [2.514, 1.968, -5.067], [-3.223, 1.291, -5.894], [-5.494, 2.121, -6.403], [-6.687, 3.600, -4.838], [-5.645, 4.310, -2.710]],
  "nbo_charge": [1.597, -0.653, 0.774, -0.587, 0.085, -0.170, -0.139, -0.192, 0.071, -0.441, 0.784, -0.614, -0.602, 0.517, 0.261, 0.248, 0.224, 0.495, 0.016, -0.046, -0.244, -0.114, -0.060, 0.369, -0.931, -0.108, 0.009, -0.224, 0.245, 0.248, -0.608, -0.406, -0.407, -0.217, -0.373, 0.322, -0.367, -0.352, -0.217, -0.415, -0.388, -0.616, 0.101, -0.206, -0.194, -0.192, -0.241, 0.172, 0.223, 0.207, 0.190, 0.217, 0.204, 0.205, 0.224, 0.217, 0.237, 0.247, 0.226, 0.209, 0.221, 0.192, 0.214, 0.204, 0.216, 0.206, 0.235, 0.231, 0.230, 0.232]
}